C3H4N2O | ωB97M-V/def2-TZVPD

Positions of all 10 atoms, in Å:
O  2.682  -1.612  -1.241
N  -1.469  0.423  1.461
N  -0.250  0.916  1.408
C  0.868  -0.135  -0.233
C  1.719  -0.942  -1.061
C  0.503  -0.337  -1.516
H  -2.157  0.580  0.726
H  -1.514  -0.479  1.918
H  -0.217  1.785  0.876
H  -0.166  -0.199  -2.338

The calculation puts the lowest unoccupied orbital energy (spin up / spin down) at 0.14 / -0.44 eV. The value obtained for the HOMO energy (spin up / spin down) is -7.9563 / -7.8295 eV.

C3H4N2O | ωB97M-V/def2-TZVPD

Positions of all 10 atoms, in Å:
O  -0.820  -2.193  -0.261
N  -0.694  -0.320  0.893
N  -0.349  1.019  0.623
C  0.718  -0.309  -0.879
C  0.647  0.934  -0.345
C  -0.252  -1.113  -0.144
H  1.232  1.819  -0.595
H  1.299  -0.646  -1.724
H  -1.601  -0.804  1.000
H  -0.181  1.612  1.433

The calculation puts the lowest unoccupied orbital energy at 0.80 eV. The value obtained for the HOMO energy is -8.8620 eV. As for the SMILES: O=c1cc[nH][nH]1.

C3H4N2O | ωB97M-V/def2-TZVPD

Positions of all 10 atoms, in Å:
O  1.116  -0.155  -0.097
N  -2.668  1.392  -0.715
N  -1.330  -1.790  0.439
C  0.641  0.874  0.269
C  -1.809  -0.769  -0.050
C  -2.049  0.411  -0.352
H  0.253  1.734  -0.547
H  -0.369  -1.815  0.710
H  0.683  1.187  1.334
H  -2.413  2.213  -1.177

The calculation puts the lowest unoccupied orbital energy at -0.78 eV. The value obtained for the HOMO energy is -8.1689 eV. As for the SMILES: N=C=C=N.C=O.

C3H4N2O | ωB97M-V/def2-TZVPD

Positions of all 10 atoms, in Å:
O  -1.277  1.598  0.470
N  0.715  -2.489  0.091
N  0.885  0.928  0.688
C  -0.388  0.810  0.228
C  -0.630  -0.388  -0.706
C  0.100  -1.585  -0.289
H  -0.324  -0.115  -1.722
H  1.559  0.187  0.578
H  -1.705  -0.581  -0.722
H  1.064  1.635  1.385

The calculation puts the lowest unoccupied orbital energy at 0.68 eV. The value obtained for the HOMO energy is -10.5652 eV. As for the SMILES: N#CCC(N)=O.

C3H4N2O | ωB97M-V/def2-TZVPD

Positions of all 10 atoms, in Å:
O  -0.484  0.564  -2.134
N  -0.492  0.987  1.249
N  0.978  -0.761  -0.907
C  -0.389  -0.261  0.892
C  0.899  -0.698  0.371
C  -0.221  -0.476  -1.584
H  1.737  -1.039  0.988
H  -0.900  -1.352  -1.591
H  -1.413  1.390  1.379
H  0.284  1.646  1.337

The calculation puts the lowest unoccupied orbital energy at 0.51 eV. The value obtained for the HOMO energy is -8.9751 eV.

C3H4N2O | ωB97M-V/def2-TZVPD

Positions of all 10 atoms, in Å:
O  1.962  -0.255  0.020
N  -1.386  -0.962  0.070
N  -0.021  -1.250  -0.070
C  0.733  -0.093  -0.023
C  -0.182  0.956  -0.048
C  -1.398  0.354  -0.046
H  0.205  -2.159  -0.246
H  -0.095  1.953  -0.352
H  2.572  0.566  0.341
H  -2.389  0.891  0.355

The calculation puts the lowest unoccupied orbital energy at 0.26 eV. The value obtained for the HOMO energy is -8.4046 eV. As for the SMILES: Oc1ccn[nH]1.